*A*
Below is 6 unconnected molecules or ions with the total composition C6H21NO6, with properties calculated with ωB97M-V/def2-TZVPD.

Last column: Mulliken charge in e.
CARTESIAN COORDINATES (ANGSTROEM)
1 C -1.83535 0.85192 0.85239  -1.3175
2 H 0.58508 -1.47780 -3.43081  0.2987
3 H 3.00071 -1.29068 -0.18944  0.2553
4 H 2.05047 1.88099 -0.38134  0.3049
5 H -1.29658 -0.78024 -1.63371  0.1743
6 H -2.35893 1.69199 1.30469  0.4241
7 H 1.12056 1.71987 2.04355  0.3375
8 H -2.76583 -1.73363 -1.13633  0.4631
9 C -3.72385 0.68338 -0.67100  -0.9771
10 H -1.26474 -1.51585 -0.11630  0.1439
11 C -2.53620 0.19550 -0.29934  0.7534
12 C -0.38701 1.28958 0.64607  1.7710
13 H -4.22079 0.44503 -1.60984  0.2993
14 O 0.15227 2.48029 -1.27606  -0.5281
15 H 0.00080 -2.64983 2.45124  0.2753
16 O 2.46556 2.18500 0.43578  -0.6239
17 C -1.96172 -1.07963 -0.82770  -1.1115
18 O 1.50739 -1.22465 -3.35792  -0.6024
19 H 2.65908 3.12120 0.34350  0.3016
20 O -0.20195 -2.01921 1.75504  -0.6324
21 H 0.32748 0.54321 0.31047  -0.2382
22 H 1.81634 -0.85410 -4.18544  0.2848
23 H -4.39539 1.23844 -0.02427  0.2774
24 O 3.04796 -2.67298 1.62935  -0.6460
25 H -1.75626 0.04828 1.59919  0.3991
26 H 0.61215 -1.56196 1.50928  0.3150
27 O 2.30354 -0.92899 -0.73257  -0.4972
28 C -0.36860 2.53292 -0.16975  -0.6913
29 H 2.33823 -3.28822 1.38073  0.3252
30 H 2.56310 -0.94774 -1.66215  0.2858
31 H 3.54733 -2.88585 0.82301  0.3060
32 H -0.97207 3.43905 -0.02139  0.4220
33 N 0.11144 1.66332 2.01460  -0.8233
34 H -0.16423 0.90140 2.62648  0.2712

Its charge is 0. As for the multiplicity: 1. Its SMILES is C=C(C)C[C@H](N)C=O.O.O.O.O.O. The value obtained for the LUMO energy is 0.26 eV.



*B*
Below is 6 unconnected molecules or ions with the total composition C6H21NO6, with properties calculated with ωB97M-V/def2-TZVPD.

Last column: Mulliken charge in e.
CARTESIAN COORDINATES (ANGSTROEM)
1 H 0.69472 3.17429 -0.17902  0.4194
2 O 2.78745 0.01954 1.37465  -0.7748
3 C -1.20594 0.16805 1.24445  0.0777
4 H -0.99636 -0.83178 -3.35543  0.3912
5 H -2.72657 0.14913 -0.26126  0.4308
6 H 0.36891 2.80497 -1.64141  0.3397
7 O 1.27902 -2.20823 0.66422  -0.6077
8 H 1.21268 -1.77834 -2.30928  0.3984
9 H 2.20827 3.15546 1.34380  0.3075
10 H -1.52726 0.77399 -2.84961  0.2785
11 C 1.47862 -0.91085 -1.69188  -0.0636
12 O 0.23078 3.48997 -0.98929  -0.6599
13 C -2.01777 0.14147 2.28877  -1.0825
14 C -0.92086 -0.49865 -1.20283  0.4203
15 H -1.67057 -2.77107 1.72759  0.3071
16 H -0.12779 0.06656 1.36549  0.3091
17 O -1.22832 -3.28441 1.04423  -0.6486
18 H -1.57284 1.43412 -0.46018  0.3246
19 C -1.66127 0.37785 -0.17203  -0.8419
20 C -1.53370 -0.28595 -2.57796  -1.4089
21 H -2.56780 -0.64503 -2.59713  0.4133
22 N 0.50406 -0.09908 -1.23213  0.2299
23 H 0.74554 0.67451 -0.63831  0.0140
24 H 1.01906 2.65138 2.09194  0.3191
25 H 1.89859 -2.94179 0.80272  0.2580
26 H -0.35951 -2.83109 0.95238  0.3699
27 H 2.35057 0.89101 1.37465  0.4484
28 H 1.76099 -1.41112 1.02053  0.3500
29 H -1.68571 0.05316 3.31696  0.3071
30 H 3.12907 -0.04502 0.45070  0.3559
31 O 2.65752 -0.61263 -1.53710  -0.6521
32 O 1.54892 2.44632 1.32000  -0.7975
33 H -3.09555 0.22546 2.19483  0.2930
34 H -0.97695 -1.54222 -0.88309  0.1747

Its charge is 0. As for the multiplicity: 1. Its SMILES is C=CC[C@@H](C)NC=O.O.O.O.O.O. The value obtained for the LUMO energy is -0.09 eV.



Which of them is most stable, and which least? Most stable: *B*; least stable: *A*.